Record 1
13
Properties=species:S:1:pos:R:3:mulliken_charge:R:1 method="wB97M-V/def2-TZVPD" lumo_ev=0.936 smiles=N#CCC1CC1 homo_ev=-10.86
N -1.43622 0.22710 2.55005 -0.416
C -1.33312 -0.16324 1.46577 0.235
C -1.18541 -0.66595 0.09499 -0.553
C 0.21779 -0.48153 -0.48697 -0.030
C 1.29490 0.27112 0.24163 -0.594
C 0.67334 0.85795 -0.99117 -0.614
H -1.93935 -0.17176 -0.52953 0.261
H -1.44195 -1.73057 0.11097 0.332
H 0.54722 -1.34108 -1.06471 0.362
H 2.31090 -0.10766 0.18345 0.244
H 1.03549 0.72045 1.19675 0.256
H 0.00030 1.70315 -0.86351 0.252
H 1.25612 0.88202 -1.90774 0.266

Record 2
13
Properties=species:S:1:pos:R:3:mulliken_charge:R:1 method="wB97M-V/def2-TZVPD" lumo_ev=0.922 smiles=N#CC1CCC1 homo_ev=-11.23
N 3.17227 -0.36092 0.40134 -0.430
C 2.05774 -0.39358 0.07429 -0.069
C 0.66783 -0.31580 -0.42036 0.297
C -0.51274 -0.96283 0.36749 -0.717
C -1.34459 0.32229 0.05878 -0.469
C -0.01986 1.05310 -0.16092 -0.684
H 0.68086 -0.61072 -1.46934 0.309
H -1.03655 -1.88847 0.07639 0.300
H -0.10874 -1.05994 1.36358 0.310
H -1.86927 0.18277 -0.89617 0.226
H -2.05790 0.75550 0.77016 0.315
H 0.31824 1.48372 0.78828 0.284
H 0.05270 1.79488 -0.95352 0.329

Record 3
13
Properties=species:S:1:pos:R:3:mulliken_charge:R:1 method="wB97M-V/def2-TZVPD" lumo_ev=1.002 smiles=CC#C[C@H]1CN1 homo_ev=-9.04
C 1.36925 1.13588 -2.09474 -1.039
C 1.02730 0.42365 -0.86391 0.312
C 0.28545 0.15955 0.04680 -0.175
C -0.81070 -0.00768 0.96594 -0.118
C -1.25258 -1.38163 1.28904 -0.369
N -0.60379 -0.55510 2.30215 -0.581
H 0.36502 1.43972 -2.37281 0.281
H 1.78094 0.56206 -2.92712 0.310
H 2.02034 1.99952 -1.90539 0.277
H -1.55366 0.78800 0.90227 0.309
H -0.69258 -2.19347 0.83090 0.262
H -2.31170 -1.56170 1.44135 0.245
H 0.37671 -0.80881 2.38551 0.285

Record 4
13
Properties=species:S:1:pos:R:3:mulliken_charge:R:1 method="wB97M-V/def2-TZVPD" lumo_ev=0.140 homo_ev=-8.58
C 1.54160 -0.18167 -0.31010 -0.225
C 0.32323 0.02327 -1.10674 -0.191
C -0.89166 -0.42187 -0.25538 0.073
C -0.45889 0.85092 0.64037 -0.458
N 0.77331 1.05842 -0.13837 -0.429
C -0.63190 -1.36070 0.80001 -0.958
H 1.50069 -0.99073 0.42085 0.332
H 2.51175 -0.00566 -0.76208 0.244
H 0.28039 0.26455 -2.16254 0.333
H -1.88833 -0.31518 -0.69675 0.427
H -0.39080 0.79556 1.73304 0.339
H -1.16376 1.64937 0.37090 0.286
H -1.50562 -1.36628 1.46679 0.228

Record 5
13
Properties=species:S:1:pos:R:3:mulliken_charge:R:1 method="wB97M-V/def2-TZVPD" lumo_ev=0.865 homo_ev=-8.69
C -0.88117 1.68934 -1.05317 -0.045
C -0.24988 0.27568 0.06049 0.364
C 0.48046 -0.75926 0.67322 -0.255
C -1.15751 1.38972 0.44830 -0.552
C 1.30919 -1.75615 -0.01515 -1.091
N 0.03917 0.80845 -1.27078 -0.537
H -1.20028 2.53785 -1.73074 0.335
H -0.02526 -1.08975 1.52805 0.284
H -0.82481 1.95092 1.29076 0.306
H -2.10686 0.88492 0.54301 0.229
H 0.71616 -2.18214 -0.79970 0.271
H 1.73105 -2.44766 0.67277 0.389
H 2.16974 -1.30191 -0.34708 0.301

Record 6
13
Properties=species:S:1:pos:R:3:mulliken_charge:R:1 method="wB97M-V/def2-TZVPD" lumo_ev=1.031 homo_ev=-8.26
C 0.49048 -1.28839 -0.08853 -0.930
C 1.39470 -0.25039 -0.72107 -0.396
C 0.83890 0.77691 -0.08579 -0.281
C -1.81044 1.50361 -0.00802 -0.403
N -1.52816 0.21655 0.05998 -0.144
C -0.20524 -0.09363 0.59965 0.094
H 0.97510 -1.94672 0.63130 0.228
H -0.14537 -1.87912 -0.75968 0.317
H 2.23329 -0.33200 -1.39987 0.398
H 1.03571 1.84946 -0.07536 0.417
H -1.21703 1.91890 0.85120 0.177
H -1.83330 -0.39493 -0.69850 0.240
H -0.22865 -0.08025 1.69469 0.284

Record 7
13
Properties=species:S:1:pos:R:3:mulliken_charge:R:1 method="wB97M-V/def2-TZVPD" lumo_ev=0.642 smiles="C=CN=C=CC" homo_ev=-8.56
C 0.52784 0.06690 0.10628 0.454
C -0.51621 -0.04221 -2.81593 -0.637
C 0.26172 -0.62443 1.18021 -0.477
C 0.05493 0.81817 -1.96212 -0.027
C 0.15386 -0.03432 2.63332 -0.933
N 0.90325 0.30650 -1.04043 -0.411
H -1.31575 0.02215 -3.56319 0.274
H -0.25046 -1.08837 -2.61699 0.208
H 0.16643 -1.63072 0.94155 0.370
H -0.05742 1.85978 -1.87124 0.361
H 0.12225 1.06317 2.55065 0.281
H 0.84074 -0.49684 3.39409 0.276
H -0.89119 -0.21978 3.06380 0.260

Record 8
13
Properties=species:S:1:pos:R:3:mulliken_charge:R:1 method="wB97M-V/def2-TZVPD" lumo_ev=1.165 smiles="C#CC/N=C/C" homo_ev=-9.83
C -1.92007 -1.02727 0.82714 -0.964
C -1.07900 -0.17385 -0.06948 0.084
N -0.19864 0.60326 0.40295 -0.412
C 0.70044 1.23730 -0.55309 -0.636
C 2.00915 0.58318 -0.41154 -0.368
C 3.02583 -0.03374 -0.22706 0.176
H -1.58625 -0.90209 1.85944 0.260
H -2.98532 -0.78481 0.75125 0.294
H -1.80113 -2.07791 0.53657 0.282
H -1.22541 -0.29257 -1.15653 0.296
H 0.78918 2.30359 -0.31616 0.279
H 0.35130 1.15324 -1.59670 0.330
H 3.91989 -0.58832 -0.04681 0.381

Record 9
13
Properties=species:S:1:pos:R:3:mulliken_charge:R:1 method="wB97M-V/def2-TZVPD" lumo_ev=1.010 smiles=Cc1ccc[nH]1 homo_ev=-8.09
C 1.89839 0.00851 -0.06923 -1.134
C 0.41586 0.05581 -0.00496 0.233
C -0.41967 1.13429 0.05536 -0.242
C -1.73595 0.61107 -0.06494 -0.528
C -1.69959 -0.75190 -0.07387 -0.296
N -0.37291 -1.06798 -0.10316 -0.010
H 2.33007 -0.65024 0.69192 0.313
H 2.23667 -0.33798 -1.05221 0.277
H 2.30817 1.01118 0.08682 0.278
H -0.14642 2.18184 0.16372 0.386
H -2.28163 1.31831 0.65985 0.160
H -2.50459 -1.50160 -0.13319 0.355
H -0.02840 -2.01133 -0.15612 0.208